# 1
Molecular formula: C3H10N4S
Method: DFT, wB97M-V/def2-TZVPD

CARTESIAN COORDINATES (ANGSTROEM)
1 H 2.120106 -1.840210 1.127629
2 H -2.881941 0.578449 -0.828452
3 H 2.026985 -0.496461 -0.260658
4 N -1.153508 -0.822504 -1.072101
5 H -0.477526 -1.272666 0.898355
6 H 2.640590 0.119184 1.389704
7 H -1.148047 -0.759236 -2.147585
8 N -0.206440 0.906598 0.595877
9 H 0.255080 -0.400505 2.368714
10 H 2.000416 2.157229 -0.109694
11 H -3.204222 -1.244598 -0.419994
12 N 0.368777 0.851257 -1.698706
13 C 1.807418 -0.643276 0.843068
14 S 1.310512 2.370622 -1.519539
15 N -2.445162 -0.361551 -0.430817
16 C 0.398654 -0.481181 1.294382
17 C -0.237376 0.246878 -0.752056
18 H -1.174315 1.091971 0.721872

Forces on the atoms, in the same order (eV/Å):
-0.589 3.483 -0.801
1.183 -2.878 0.412
-0.627 -0.381 1.329
-1.098 2.047 -1.050
3.103 1.445 1.314
-2.541 -2.170 -1.151
-0.461 -0.326 1.948
2.599 -4.432 -1.542
0.323 0.085 0.016
-1.692 0.520 -3.002
2.823 3.412 -0.435
0.383 0.284 -0.539
3.778 -1.675 0.924
0.624 -2.486 2.972
-2.128 -1.730 -1.054
-4.693 0.906 -0.873
0.069 4.306 0.262
-1.057 -0.410 1.270

Results
Energy relative to the best compared isomer or geometry (same formula, charge and spin): 440.09 kJ/mol
Molecular weight: 134.2 g/mol
Structure (SMILES): CCN/C(=N\S)NN

---

# 2
Molecular formula: C3H10N4S
Method: DFT, wB97M-V/def2-TZVPD

CARTESIAN COORDINATES (ANGSTROEM)
1 S 2.818031 -0.391200 -0.097775
2 H -1.759215 -0.401460 -1.514119
3 C -1.028580 0.911213 -0.033010
4 N 0.623047 -1.591187 -0.159429
5 H -1.130080 -2.414050 -0.404555
6 H 1.018011 -1.842487 -1.014501
7 H 0.525982 2.339466 0.971727
8 H -1.444484 1.861945 -0.551728
9 H 3.150618 -0.317624 1.109950
10 C -0.799291 -1.572772 0.062465
11 N 1.158863 -0.375419 0.366905
12 N 0.353396 0.950813 -0.463529
13 N 0.848655 2.150553 -0.007800
14 H -1.117506 1.205167 1.143289
15 H -0.788115 -1.660124 1.151699
16 H -2.596169 -0.574443 0.131883
17 C -1.686534 -0.376175 -0.453653
18 H 1.853366 2.097778 -0.237818

Forces on the atoms, in the same order (eV/Å):
-0.984 0.569 -2.136
-0.489 -0.160 -0.821
-0.607 2.544 1.040
-0.298 1.993 2.071
-1.344 -2.682 -0.866
0.214 -0.228 -1.994
1.165 -0.182 -0.787
0.215 -1.644 0.756
1.272 0.169 2.525
1.018 1.881 0.519
-1.128 0.336 -1.190
0.733 -1.275 0.528
0.506 -0.544 -0.074
0.154 -1.097 -2.230
-1.040 0.082 0.023
-0.244 0.495 -0.822
1.447 -0.976 2.540
-0.589 0.719 0.916

Results
Energy relative to the best compared isomer or geometry (same formula, charge and spin): 338.14 kJ/mol
Molecular weight: 134.2 g/mol
Structure (SMILES): NN1CCCNN1S

---

# 3
Molecular formula: C3H10N5
Method: DFT, wB97M-V/def2-TZVPD

CARTESIAN COORDINATES (ANGSTROEM)
1 N -1.896049 -0.887212 -0.810217
2 N 1.573676 -0.050102 -0.323385
3 C 2.805290 -0.253641 -0.952138
4 H 3.234814 0.734714 -0.967139
5 C -0.749091 -0.406748 -0.240876
6 H 0.496010 -0.974505 -1.967705
7 C 0.556939 -0.499374 -0.936818
8 H -0.241598 2.019172 1.901230
9 N -2.170858 0.261248 1.512406
10 N -0.939402 0.431123 0.820319
11 H 3.465253 -0.714269 -0.153601
12 H 2.664179 -0.737371 -2.009223
13 H 0.984381 0.917441 1.218952
14 H -3.045825 0.608566 0.987036
15 H -2.700191 -0.734136 -0.321429
16 H -2.078405 0.705115 2.412758
17 N -0.005970 1.140130 1.435085
18 H -1.953153 -1.560152 -1.605255

Forces on the atoms, in the same order (eV/Å):
3.057 -1.215 -1.645
-1.675 -1.120 -0.400
1.398 -0.420 -0.600
0.512 0.461 -0.803
-1.190 2.322 0.172
0.507 0.473 1.226
-1.211 -0.054 0.239
-0.277 -0.592 -0.741
-1.190 0.463 -1.135
-1.681 -2.673 -2.325
-0.552 -0.323 -1.441
0.993 0.664 2.053
-1.238 0.054 -0.003
2.151 -0.075 1.033
-2.479 0.042 1.211
-0.094 0.070 0.165
2.424 1.035 1.705
0.546 0.890 1.289

Results
Net charge: +1
Energy relative to the best compared isomer or geometry (same formula, charge and spin): 316.27 kJ/mol
Molecular weight: 116.1 g/mol
Structure (SMILES): C/N=C/C(=[NH2+])N(N)N

---

# 4
Molecular formula: C3H10N5
Method: DFT, wB97M-V/def2-TZVPD

CARTESIAN COORDINATES (ANGSTROEM)
1 N 0.436162 -0.804466 0.863636
2 C 1.168566 -1.297915 -2.727626
3 N 0.035160 0.083141 -1.033015
4 C 1.424209 -1.649974 -0.411007
5 N 0.979088 -0.926716 -1.352990
6 C 0.117445 -0.402599 2.472316
7 H 0.764014 -1.271427 2.843278
8 H 0.201655 -1.756721 -2.913847
9 N -0.201501 0.006091 0.183014
10 H -1.050653 1.137216 0.462068
11 H -1.528734 2.581170 -0.267003
12 N -1.585390 2.113492 0.655026
13 H 0.365454 0.677834 2.604593
14 H -2.559096 2.097158 0.914552
15 H -0.991216 2.677382 1.270486
16 H 2.082178 -1.993609 -2.821366
17 H 1.275733 -0.576319 -3.458031
18 H -0.933074 -0.693737 2.715915

Forces on the atoms, in the same order (eV/Å):
0.958 -1.099 1.987
0.489 -3.140 0.107
-0.216 -0.024 -2.636
-0.014 -0.278 3.429
-0.577 1.829 1.170
1.403 -3.535 -2.085
-0.582 2.126 0.632
0.320 -0.752 -0.749
-0.805 1.899 -1.279
-0.489 -0.083 0.682
-0.170 -0.137 0.434
0.952 1.073 -1.459
0.203 -1.323 0.102
-0.250 -0.134 0.457
-0.555 -0.099 0.167
-1.802 0.843 0.342
0.359 2.330 -0.726
0.778 0.504 -0.575

Results
Net charge: +1
Energy relative to the best compared isomer or geometry (same formula, charge and spin): 565.27 kJ/mol
Molecular weight: 116.1 g/mol

---

# 5
Molecular formula: C3H10N5
Method: DFT, wB97M-V/def2-TZVPD

CARTESIAN COORDINATES (ANGSTROEM)
1 C -0.199966 1.011102 1.243497
2 N 1.455399 2.434880 1.801906
3 C -0.379442 -1.517353 -1.746582
4 H -0.765599 1.254353 2.152921
5 H 1.964336 -0.958822 -0.810232
6 N 0.947757 1.568521 1.001814
7 H -2.242304 -1.198493 -0.115932
8 H -2.606930 -0.102846 1.171189
9 N 0.102377 -0.269019 -1.209971
10 H 2.341100 2.842871 1.541146
11 H 0.168913 -1.697482 -2.672616
12 N -1.934523 -0.459789 0.499402
13 H -0.217688 -2.376757 -1.086211
14 H 0.999122 2.731900 2.663619
15 C -0.742009 0.045906 0.386054
16 H 1.758809 0.740314 -0.898050
17 N 1.425128 -0.173257 -1.169481
18 H -1.432512 -1.419580 -2.002480

Forces on the atoms, in the same order (eV/Å):
-0.360 0.425 1.137
-0.132 0.106 0.279
-0.021 -0.434 -0.098
0.108 0.031 -0.063
-0.150 0.148 0.126
0.136 -0.042 -0.462
-0.010 0.028 0.045
0.039 -0.099 -0.025
-2.091 1.271 2.943
-0.132 -0.063 0.029
-0.102 0.069 0.050
0.103 0.308 0.203
0.006 -0.018 -0.025
0.048 -0.096 -0.178
1.613 -1.136 -3.676
-0.061 -0.247 -0.117
1.028 -0.201 -0.151
-0.022 -0.050 -0.017

Results
Net charge: +1
Energy relative to the best compared isomer or geometry (same formula, charge and spin): 344.52 kJ/mol
Molecular weight: 116.1 g/mol
Structure (SMILES): CN(N)/C(N)=C\N=[NH2+]

---

# 6
Molecular formula: C3H10N5S
Method: DFT, wB97M-V/def2-TZVPD

CARTESIAN COORDINATES (ANGSTROEM)
1 H 0.168061 -3.493520 0.291502
2 H -1.157739 -2.296791 0.162535
3 N 1.570885 -1.253650 -0.688475
4 H -3.413687 0.103198 -1.174097
5 S 0.776289 1.430985 -0.363036
6 H -3.525824 0.801716 0.242124
7 H -1.519828 0.956268 -1.585214
8 N -0.280527 -2.686038 -0.035106
9 C 0.552790 -1.709035 -0.410799
10 N -1.754081 0.841161 -0.602271
11 H 1.025952 1.940151 1.947001
12 N 2.413199 -0.303772 -0.733253
13 C 1.729855 1.707583 1.196871
14 C -0.616798 0.639646 0.145218
15 N -2.969710 0.134913 -0.252071
16 H 2.455278 2.541717 1.019490
17 H 2.952672 -0.184094 -1.550554
18 H -0.701129 0.121189 1.122163
19 H 2.294345 0.708369 1.267966

Forces on the atoms, in the same order (eV/Å):
-0.094 -1.344 0.965
-1.747 -0.553 0.654
0.675 0.503 -1.522
-0.361 -0.509 0.398
1.820 2.407 -0.489
-0.444 0.519 0.757
-0.796 0.051 -0.064
1.492 2.555 -1.603
-1.281 -2.692 0.597
0.555 -0.159 0.233
-0.550 0.142 1.043
0.864 0.828 2.320
1.481 -1.190 -1.846
-1.697 -2.013 2.210
1.441 0.400 -1.819
-0.728 -0.774 0.106
0.204 -0.446 -1.699
-0.003 0.565 -0.783
-0.829 1.709 0.542

Results
Spin multiplicity: 3
Net charge: +1
E_tot: -791.7593 a.u.
Molecular weight: 148.2 g/mol